No. 1
The molecule C6H15N at a distorted geometry. Source: the OMol25 dataset; level of theory: ωB97M-V/def2-TZVPD.

Output
Frontier orbital gap, eV: 9.74
ΔE to the lowest compared entry with this formula, charge and spin, kcal/mol: 23.57
E_LUMO, eV: 1.20
Structure (SMILES): CCCN(C)CC

Atoms and positions in Å:
1 C 0.700 -0.969 1.574
2 C -0.533 -1.292 2.429
3 C 0.590 0.424 0.935
4 N -0.225 0.405 -0.271
5 C 0.599 0.008 -1.407
6 C -0.203 -0.207 -2.721
7 C -0.920 1.673 -0.423
8 H 0.748 -1.705 0.774
9 H 1.636 -1.039 2.130
10 H -1.370 -0.655 2.151
11 H -0.347 -1.099 3.488
12 H -0.830 -2.318 2.255
13 H 1.572 0.911 0.797
14 H 0.121 1.079 1.672
15 H 1.310 0.791 -1.639
16 H 1.114 -0.899 -1.114
17 H 0.360 0.165 -3.578
18 H -1.133 0.337 -2.630
19 H -0.363 -1.267 -2.931
20 H -1.513 1.820 0.469
21 H -0.323 2.566 -0.651
22 H -1.679 1.608 -1.211

No. 2
A cluster of 3 separate species, C6H15N in total at a distorted geometry. Source: the OMol25 dataset; level of theory: ωB97M-V/def2-TZVPD.

Output
Frontier orbital gap (spin up / spin down), eV: 6.71 / 7.60
ΔE to the lowest compared entry with this formula, charge and spin, kcal/mol: 131.69
E_LUMO (spin up / spin down), eV: 1.04 / 1.03

Atoms and positions in Å:
1 C -1.688 -0.465 0.008
2 C 0.728 -0.470 0.545
3 C 0.490 0.845 0.309
4 C -2.519 0.590 0.670
5 C 2.893 1.161 0.265
6 C 1.203 -1.472 -0.453
7 N -1.781 -0.547 -1.385
8 H -1.682 -1.430 0.504
9 H 0.763 -0.786 1.583
10 H -1.861 -1.462 -1.798
11 H -2.300 0.174 -1.865
12 H 0.279 1.247 -0.673
13 H 0.310 1.506 1.145
14 H -2.313 1.583 0.256
15 H -3.598 0.414 0.526
16 H -2.324 0.628 1.742
17 H 0.667 -2.418 -0.336
18 H 1.057 -1.115 -1.471
19 H 3.106 0.961 -0.781
20 H 2.861 2.212 0.538
21 H 3.448 0.541 0.962
22 H 2.260 -1.695 -0.290

No. 3
The molecule C6H15N at a distorted geometry. Source: the OMol25 dataset; level of theory: ωB97M-V/def2-TZVPD.

Output
Frontier orbital gap, eV: 10.46
ΔE to the lowest compared entry with this formula, charge and spin, kcal/mol: 8.98
E_LUMO, eV: 1.13
Structure (SMILES): CCCCCCN

Atoms and positions in Å:
1 C -0.654 1.923 2.071
2 C -0.393 1.823 0.556
3 C -1.029 0.591 -0.062
4 C -0.429 -0.724 0.445
5 C 1.001 -0.948 0.013
6 C 1.204 -1.169 -1.514
7 N 0.128 -1.947 -2.122
8 H -0.525 2.925 2.471
9 H -1.648 1.532 2.305
10 H 0.033 1.259 2.598
11 H -0.743 2.745 0.086
12 H 0.688 1.837 0.401
13 H -2.103 0.591 0.127
14 H -0.884 0.594 -1.150
15 H -1.049 -1.553 0.089
16 H -0.520 -0.782 1.525
17 H 1.678 -0.126 0.253
18 H 1.418 -1.842 0.492
19 H 2.200 -1.586 -1.644
20 H 1.224 -0.205 -2.028
21 H 0.149 -2.908 -1.783
22 H 0.255 -2.029 -3.128

| no. | electronic energy (eV) |
| --- | --- |
| 1 | -7954.74462 |
| 2 | -7950.05573 |
| 3 | -7955.37695 |